# 1
Entry from the Open Molecules 2025 dataset: a molecular structure, C21H31LuN6O3 in a non-equilibrium geometry (the ωB97M-V functional and the def2-TZVPD basis).

Summary:
E_HOMO (alpha / beta)   -0.2059 / -0.1913 hartree
Multiplicity   1

Each line ends with the Mulliken charge.
Cartesian coordinates (Å):
Lu  0.06711  -0.19262  0.19782  -0.0208
N  1.48117  -1.96195  0.20389  0.0414
C  0.79150  -3.00629  -0.54909  -0.8956
C  0.17251  -2.43923  -1.84106  -0.7991
N  -0.70190  -1.29937  -1.53957  1.0705
C  -0.66319  -0.23284  -2.54102  0.1385
C  0.71485  0.47290  -2.64414  -1.4080
N  1.15961  1.00626  -1.36002  0.0063
C  -2.05239  -1.72130  -1.15973  -0.6274
C  -2.50525  -1.05650  0.15168  -0.6122
N  -1.57279  -1.26025  1.25265  -0.3708
H  2.35936  -1.69313  -0.29660  0.5755
H  1.70983  -2.28970  1.16988  0.0252
H  0.01439  -3.45516  0.07753  0.2143
H  1.49993  -3.80394  -0.79802  0.5531
H  -0.36579  -3.22530  -2.38602  0.4259
H  1.00423  -2.15754  -2.49477  0.3178
H  -1.40236  0.53608  -2.28004  0.2292
H  -0.94495  -0.62219  -3.52740  -0.3552
H  0.64691  1.29223  -3.36917  0.5269
H  1.47657  -0.20967  -3.03219  0.3554
H  0.78879  1.97912  -1.26263  0.5434
H  2.20141  1.01981  -1.27356  0.4228
H  -2.10151  -2.80748  -1.00344  0.5385
H  -2.77612  -1.50785  -1.95649  0.1598
H  -3.48685  -1.45179  0.43481  0.6073
H  -2.62451  0.02086  -0.00973  0.0567
H  -1.36883  -2.26105  1.46929  0.3032
H  -1.89906  -0.74548  2.10188  0.3557
C  -3.75852  0.39121  -2.89465  -0.5376
O  -3.12157  1.59399  -3.31239  -0.4902
C  -2.44922  2.24391  -2.28955  -0.7505
C  -2.62009  3.64419  -2.36737  -0.7952
C  -2.06631  4.49034  -1.41652  -0.7410
C  -1.32827  3.93381  -0.38669  -0.6222
C  -1.12573  2.54179  -0.34789  1.1663
C  -0.26699  2.05801  0.74610  -1.3974
N  0.88667  1.54874  0.48603  0.4272
N  1.59025  1.20904  1.66527  -1.1595
C  1.69892  -0.06527  1.95651  0.6329
O  1.26146  -1.13672  1.47456  -0.3575
C  2.58463  -0.39997  3.16167  0.4592
C  3.45232  0.59832  3.64108  -0.4247
C  4.30735  0.36234  4.72353  -0.6768
C  4.31020  -0.88131  5.35127  -0.3236
C  3.45629  -1.88563  4.89974  -0.8204
C  2.60099  -1.64535  3.81810  -0.1877
C  -1.65076  1.61860  -1.28835  0.6108
O  -1.38579  0.36548  -1.20148  -0.7591
H  -3.09829  -0.46976  -3.02788  0.2824
H  -4.61708  0.23821  -3.55749  0.4290
H  -4.15766  0.45140  -1.87526  0.2345
H  -3.20323  4.05491  -3.18474  0.4906
H  -2.19980  5.56237  -1.48504  0.4124
H  -0.86215  4.56262  0.36393  0.4997
H  -0.63290  2.20131  1.77587  0.3931
H  3.46707  1.56624  3.14612  0.3984
H  4.96954  1.15284  5.06006  0.3718
H  4.97781  -1.06892  6.18502  0.3743
H  3.44995  -2.86102  5.37394  0.3862
H  1.94067  -2.43562  3.46848  0.3591
H  1.96755  -0.46671  -0.39671  -0.2628

Atomic forces in eV per Å
-1.27 -1.82 -1.38
4.36 -11.31 -11.51
-0.13 -0.80 -1.92
0.20 -0.97 -0.21
2.08 -5.49 -2.08
4.87 -2.65 -10.60
0.05 -0.63 -1.56
0.52 0.95 -5.76
-0.53 -0.78 0.77
-2.70 -1.02 0.31
-0.73 -0.85 1.89
-0.56 -1.28 0.41
0.79 -3.30 -2.18
-0.05 0.11 0.14
-0.24 -0.27 -0.10
0.05 -0.07 0.04
-0.28 0.32 0.09
0.85 -1.81 -8.96
0.92 -1.16 -0.93
-0.24 -0.31 -0.26
0.18 -0.04 0.12
0.81 -1.17 -0.84
-1.57 0.28 -0.15
0.36 0.04 -0.07
0.36 -0.32 0.66
-0.11 -0.27 -0.21
-0.49 -0.82 0.82
-0.58 1.17 -0.07
0.38 -0.96 -0.89
-0.61 0.05 -0.95
-0.32 -0.65 0.69
-0.04 0.57 -0.76
0.47 -0.26 0.60
-0.21 -0.22 -0.33
-0.04 -0.79 -0.40
0.30 1.21 0.20
-4.08 1.65 1.97
4.92 3.67 6.55
0.09 -0.16 -0.05
3.47 2.71 5.19
-4.38 8.43 15.29
0.94 1.13 0.42
0.22 -0.29 0.33
-0.45 -0.14 -0.41
-0.13 -0.05 -0.11
-0.16 0.35 -0.36
-0.02 0.41 -0.38
-2.14 6.36 2.19
-6.50 9.50 15.84
-0.23 0.57 -0.14
0.12 0.11 0.02
0.28 0.04 0.01
0.00 -0.27 0.05
-0.06 -0.02 -0.03
-0.03 -0.17 0.02
0.41 0.34 -0.31
-0.10 -0.22 0.05
-0.03 -0.09 0.00
-0.05 0.00 -0.05
0.01 0.09 0.00
0.07 0.05 0.10
1.03 1.31 -0.84

=====

# 2
Entry from the Open Molecules 2025 dataset: 2 unconnected molecules or ions with the total composition C21H31N2 in a non-equilibrium geometry (the ωB97M-V functional and the def2-TZVPD basis).

Summary:
E_HOMO   -0.3601 hartree
Multiplicity   1
Net charge   +1

Each line ends with the Mulliken charge.
Cartesian coordinates (Å):
C  -0.99180  1.91659  3.63403  -0.7543
C  0.52886  2.07651  3.29807  -0.8696
C  0.90520  0.81789  2.60148  -0.4263
C  -0.14748  -0.07259  2.56078  0.7014
N  -0.15555  -1.32859  2.09613  0.1587
C  -1.34875  -2.16187  2.08630  -0.7132
C  -0.90638  -3.51470  1.51160  -0.5855
C  0.62042  -3.45892  1.36150  -0.6436
C  1.06228  -2.04330  1.76901  0.1978
C  -1.41970  0.52074  3.14985  -0.6554
H  -1.15913  2.01478  4.71152  0.2802
H  -1.58273  2.69060  3.13416  0.3019
H  0.67928  2.96916  2.67750  0.1101
H  1.09421  2.24088  4.22856  0.2836
H  1.93550  0.58143  2.35160  0.5155
H  -1.74273  -2.28929  3.10949  0.3129
H  -2.15555  -1.70571  1.49021  0.3284
H  -1.20935  -4.32033  2.18429  0.2707
H  -1.38785  -3.67554  0.54353  0.2625
H  1.10942  -4.18957  2.01052  0.3624
H  0.92119  -3.65988  0.33017  0.3076
H  1.61381  -1.55219  0.95586  -0.5747
H  1.75040  -2.07471  2.63226  0.3119
H  -1.80979  -0.08269  3.98575  0.2842
H  -2.22960  0.58959  2.40679  0.2752
C  2.28344  4.65531  -1.76218  -0.7076
C  1.07642  3.79519  -1.37214  -0.5857
C  1.34685  2.29514  -1.41894  -0.7795
N  2.61373  1.95268  -0.74867  0.2912
C  2.64591  1.00424  0.16992  -0.1580
C  3.89507  0.53338  0.75463  0.3607
C  4.78012  1.41858  1.42723  -0.3336
C  6.03830  0.97590  1.83356  -0.6050
C  6.42110  -0.35715  1.62469  -0.4332
C  5.52728  -1.25784  1.03108  -0.7871
C  4.27119  -0.82533  0.61630  -0.2433
C  3.78019  2.63503  -1.33765  -0.6837
C  3.62711  4.14857  -1.22589  -0.5861
H  2.33819  4.70763  -2.85738  0.3253
H  2.11984  5.67658  -1.40130  0.3320
H  0.73791  4.06533  -0.36334  0.2726
H  0.24194  4.01008  -2.04863  0.3591
H  0.53936  1.74168  -0.92833  0.3725
H  1.41057  1.97105  -2.47070  0.3861
H  1.73530  0.39257  0.22633  0.4789
H  4.45942  2.44765  1.62090  0.4912
H  6.73068  1.67588  2.30726  0.4166
H  7.41476  -0.69300  1.92478  0.4082
H  5.81489  -2.29987  0.87700  0.4146
H  3.57155  -1.51056  0.13062  0.4515
H  4.71092  2.30927  -0.86817  0.4034
H  3.82269  2.37168  -2.40828  0.4632
H  4.44619  4.62822  -1.77547  0.3912
H  3.74283  4.44363  -0.17401  0.2422

Atomic forces in eV per Å
0.23 0.21 -0.03
-0.46 0.65 0.48
-0.89 -1.26 0.12
0.63 1.55 0.33
0.09 -0.80 -0.50
-0.39 -0.12 0.39
-0.26 0.09 -0.06
0.31 0.05 0.02
0.10 -0.10 0.15
0.06 0.06 -0.04
0.02 0.06 -0.24
0.11 -0.09 0.17
0.08 0.00 0.08
0.00 -0.04 -0.28
-0.28 -0.13 0.29
0.11 0.06 -0.28
0.30 -0.10 0.14
0.01 0.06 -0.22
0.08 -0.10 0.16
-0.07 0.02 -0.20
-0.02 -0.11 0.17
-0.20 -0.01 0.10
-0.19 0.15 -0.14
0.21 0.02 -0.35
0.26 -0.17 0.14
0.04 0.00 -0.38
-0.04 0.24 0.46
-0.38 -0.02 -0.29
-0.09 -1.23 1.00
0.22 0.25 -2.57
1.18 -0.06 0.98
-0.27 -0.35 -0.42
-0.11 -0.14 -0.01
-0.35 0.12 -0.15
0.10 0.19 0.07
-0.45 0.59 -0.18
0.40 0.55 -0.13
-0.09 0.25 0.39
0.02 0.00 0.14
0.03 -0.16 -0.18
0.09 -0.11 -0.11
0.10 -0.07 0.16
0.18 0.07 -0.11
0.18 -0.05 0.35
0.31 0.58 0.31
0.20 -0.34 -0.11
-0.28 -0.27 -0.10
-0.32 0.10 -0.06
-0.10 0.36 0.08
0.35 0.12 0.15
-0.35 -0.11 -0.06
-0.24 -0.20 0.37
-0.13 -0.15 0.13
-0.02 -0.10 -0.12

=====

# 3
Entry from the Open Molecules 2025 dataset: C21H31N3O2 in the gas phase (the ωB97M-V functional and the def2-TZVPD basis).

Summary:
E_HOMO   -0.3091 hartree
Multiplicity   1

Each line ends with the Mulliken charge.
Cartesian coordinates (Å):
C  -3.21597  -2.44898  2.74775  -1.5771
C  -2.68544  -1.80110  1.47429  -0.2948
C  -3.79591  -1.17542  0.61759  -0.3533
C  -4.67429  -2.22382  -0.08883  -0.8778
C  -3.95684  -2.88779  -1.26106  -0.6437
C  -3.44482  -1.81563  -2.21711  -0.7941
C  -2.55468  -0.84114  -1.44215  -0.9118
N  -3.22375  -0.20472  -0.31825  0.4764
C  -4.16148  0.85246  -0.68650  -0.7450
C  -4.09975  2.01390  0.31542  -0.7543
C  -2.87184  2.89116  0.10538  -0.7275
N  -1.66410  2.10619  0.23317  0.0433
C  -0.44883  2.68852  0.15354  0.1457
O  -0.31339  3.89884  0.08202  -0.6952
C  0.72104  1.76129  0.15178  0.0807
C  0.67173  0.44242  0.58805  -0.4222
C  1.79728  -0.35722  0.54808  -0.3780
C  3.00897  0.14054  0.06598  0.8445
N  4.13299  -0.69020  0.00454  0.1229
C  4.00784  -2.13549  0.08593  -0.7427
C  5.35405  -2.65017  -0.42465  -0.7073
C  6.30923  -1.53138  -0.03192  -0.6835
C  5.43814  -0.28367  -0.04319  0.5073
O  5.84253  0.85328  -0.06776  -0.6421
C  3.06578  1.46856  -0.35846  -0.6124
C  1.93839  2.25992  -0.30631  -0.8965
H  -2.38981  -2.81920  3.35051  0.4333
H  -3.77433  -1.72762  3.34052  0.3429
H  -3.87028  -3.28742  2.52271  0.3474
H  -2.12847  -2.54139  0.89963  0.3384
H  -1.99460  -1.00288  1.75343  0.0459
H  -4.43716  -0.60599  1.30090  0.5893
H  -5.57370  -1.72982  -0.46598  0.3763
H  -4.99562  -2.97471  0.63291  0.3458
H  -4.64223  -3.56364  -1.77733  0.3942
H  -3.11602  -3.48314  -0.89895  0.2953
H  -4.28918  -1.27520  -2.65137  0.2947
H  -2.87515  -2.26546  -3.03179  0.4266
H  -2.17684  -0.05833  -2.10531  0.5410
H  -1.68944  -1.38459  -1.04942  0.3085
H  -5.19437  0.48147  -0.74283  0.3562
H  -3.89591  1.23101  -1.67619  0.5063
H  -4.99167  2.63170  0.20260  0.4128
H  -4.08877  1.61588  1.33101  0.2571
H  -2.90681  3.35738  -0.88895  0.3035
H  -2.84154  3.70265  0.84014  0.4056
H  -1.80289  1.10671  0.14499  0.1150
H  -0.24081  0.02772  0.98828  0.4414
H  1.72685  -1.37057  0.91204  0.4157
H  3.17058  -2.47906  -0.52557  0.4691
H  3.84095  -2.44680  1.12512  0.3040
H  5.61682  -3.61211  0.01068  0.3568
H  5.32638  -2.75571  -1.50988  0.2968
H  7.15804  -1.41364  -0.70215  0.3590
H  6.69270  -1.66308  0.98232  0.2535
H  3.99591  1.87584  -0.71600  0.4493
H  1.97776  3.28991  -0.62693  0.4573

Atomic forces in eV per Å
0.12 0.00 -0.20
-0.29 0.07 0.09
0.07 -0.13 0.24
0.12 0.06 0.05
-0.17 0.16 -0.09
0.22 -0.05 0.20
-0.06 -0.13 -0.32
0.05 0.00 -0.05
-0.22 0.18 0.26
0.17 -0.03 -0.33
-0.06 0.27 0.16
-0.12 -0.09 -0.01
-0.18 -0.09 0.07
0.07 0.18 -0.08
0.35 -0.05 0.00
-0.06 0.24 -0.10
0.18 -0.14 -0.01
-0.29 0.30 0.06
-0.25 -0.25 -0.12
-0.06 -0.31 0.05
0.01 0.04 0.09
0.01 -0.03 -0.10
0.55 -0.12 -0.02
0.09 0.26 0.01
0.13 0.05 -0.05
-0.24 -0.06 0.07
0.01 -0.06 0.11
-0.07 0.05 0.10
-0.08 -0.11 0.05
0.12 0.01 -0.05
0.03 0.00 -0.08
0.06 -0.02 -0.02
-0.06 -0.03 0.02
-0.10 0.01 0.04
0.06 -0.06 0.05
0.04 -0.09 -0.02
-0.04 0.02 -0.08
-0.02 0.04 -0.07
0.07 -0.02 0.08
0.06 0.00 -0.08
0.05 -0.02 -0.10
-0.04 -0.02 -0.05
-0.02 0.03 0.06
-0.09 -0.02 0.09
-0.03 0.02 0.10
-0.05 -0.04 -0.14
0.13 -0.04 0.04
-0.11 -0.04 0.03
0.02 -0.09 0.02
0.02 0.02 0.10
-0.07 -0.02 -0.08
-0.04 -0.02 -0.04
-0.03 -0.01 0.01
-0.01 0.08 0.06
0.01 0.03 0.02
0.02 0.00 -0.01
0.01 0.08 -0.02

=====

# 4
Entry from the Open Molecules 2025 dataset: a molecular structure, C21H31N4O3STi in a non-equilibrium geometry (the ωB97M-V functional and the def2-TZVPD basis).

Summary:
E_HOMO (alpha / beta)   -0.5100 / -0.5544 hartree
Multiplicity   2
Net charge   +2

Each line ends with the Mulliken charge.
Cartesian coordinates (Å):
Ti  1.17116  -0.63104  -2.09909  0.6999
O  3.17236  -0.60784  -2.23099  -0.3277
C  3.76566  0.69616  -2.10099  -0.5898
C  2.68816  1.73996  -2.27089  0.2142
C  2.97456  3.09536  -2.24379  -0.8029
C  1.95406  4.00086  -2.49949  -0.3655
C  0.68676  3.51376  -2.80629  -0.7006
C  0.46206  2.15006  -2.76719  -0.4582
N  1.44076  1.27036  -2.47039  0.4437
H  3.90496  -1.24704  -2.25719  0.3035
H  4.53496  0.84536  -2.87599  0.4817
H  4.24566  0.78906  -1.11419  0.3898
H  3.97426  3.43176  -2.02159  0.4965
H  2.14976  5.06036  -2.48179  0.4895
H  -0.11814  4.18716  -3.05989  0.4846
H  -0.51664  1.72266  -2.97739  0.5167
O  -2.35034  -1.99664  -2.10749  -0.5715
C  -1.16214  -1.86884  -2.22769  0.3592
O  -0.54364  -0.70654  -2.34239  -0.4573
C  -0.18324  -3.01114  -2.18519  0.4397
C  -0.57724  -4.34034  -2.21409  -0.7784
C  0.40286  -5.32444  -2.16259  -0.3441
C  1.73336  -4.92914  -2.07169  -0.8849
C  2.04686  -3.58334  -2.02619  0.0331
N  1.11406  -2.61614  -2.08109  0.3172
H  -1.62684  -4.58594  -2.27249  0.5460
H  0.13606  -6.36884  -2.19229  0.4913
H  2.52216  -5.66374  -2.01979  0.4408
H  3.08146  -3.26824  -1.91639  0.3395
C  -1.89994  -2.12164  3.41501  -0.8325
C  -3.30064  -1.67514  3.01351  -0.6385
C  -3.31894  -0.48184  2.05621  -0.0696
C  -2.79294  -0.79594  0.65131  -1.3833
N  -1.34794  -0.97724  0.57161  0.4509
C  -0.44354  -0.01434  0.53131  0.3562
S  1.22936  -0.49464  0.29881  -0.4020
N  -0.75544  1.25076  0.72821  -0.0973
C  0.15056  2.38376  0.67831  -0.0432
C  -0.23874  3.46226  1.69111  -0.9805
C  0.28416  3.21056  3.10401  -0.5878
C  -0.31964  1.99296  3.79301  -0.8346
H  -1.96084  -2.79814  4.26071  0.4108
H  -1.29394  -1.27014  3.71301  0.1225
H  -1.39534  -2.64734  2.60861  0.1743
H  -3.84044  -1.37674  3.91351  0.3863
H  -3.84774  -2.50954  2.57021  0.3069
H  -2.75454  0.33806  2.50481  -0.1025
H  -4.35234  -0.15204  1.93651  0.4127
H  -3.07744  -0.00664  -0.05099  0.4297
H  -3.24574  -1.71944  0.29151  0.5888
H  -0.99574  -1.92624  0.56011  0.3327
H  -1.72044  1.48336  0.94731  0.3176
H  0.11226  2.81056  -0.33249  -0.3593
H  1.16586  2.02326  0.87401  0.6349
H  -1.32474  3.56486  1.71081  0.3865
H  0.16906  4.41006  1.33891  0.3492
H  0.05886  4.09926  3.69331  0.3721
H  1.36946  3.10326  3.07571  0.3210
H  -1.40384  2.07086  3.83921  0.2325
H  0.04806  1.94486  4.81381  0.4634
H  -0.04034  1.06476  3.29561  0.0760

Atomic forces in eV per Å
1.85 0.30 1.22
1.89 -0.19 -0.33
0.59 1.08 0.22
-0.04 0.12 0.05
-0.16 -0.19 0.02
-0.06 -0.42 -0.07
0.07 -0.12 0.02
-0.15 0.19 -0.16
0.95 2.97 -0.79
-0.45 0.00 -0.04
-0.28 -0.19 0.21
-0.20 -0.10 -0.24
0.16 0.05 -0.05
0.02 0.14 -0.02
-0.07 -0.02 0.00
0.17 0.11 0.11
0.70 -0.08 -0.21
-1.69 -1.08 0.25
-2.91 0.25 -0.90
0.07 -0.48 0.03
0.17 0.31 0.04
0.20 0.40 -0.01
-0.17 -0.12 0.03
-0.10 0.17 0.11
-0.29 -3.05 -0.41
-0.08 0.08 -0.04
-0.01 -0.10 0.00
0.07 -0.01 -0.01
-0.17 -0.08 -0.03
-0.29 -0.06 0.03
0.14 0.27 0.02
-0.09 -0.37 -0.12
-0.40 0.25 0.35
0.07 -0.10 -0.07
0.37 -0.17 0.36
-0.06 -0.18 0.42
-0.65 -0.19 -0.11
0.30 0.61 -0.10
0.35 -0.25 0.09
-0.27 -0.05 -0.06
0.21 0.20 0.03
0.10 -0.14 0.09
0.16 0.12 0.04
0.15 -0.11 -0.04
-0.06 -0.07 -0.02
-0.09 0.00 0.02
0.00 0.13 0.04
0.02 0.12 -0.02
0.04 -0.07 -0.06
0.03 0.07 -0.07
0.06 0.30 0.03
0.15 -0.19 -0.03
0.08 -0.12 0.23
-0.21 0.10 -0.08
-0.15 0.13 -0.04
-0.08 0.03 -0.09
0.10 0.02 0.08
0.09 0.10 -0.02
-0.17 -0.07 -0.02
-0.02 -0.13 0.12
-0.03 -0.10 0.00